Record 1
A cluster of 4 separate species, C5H16O3 in total, computed with ωB97M-V/def2-TZVPD.

The geometry in XYZ format:
```
24
Properties=species:S:1:pos:R:3:forces:R:3:lowdin_charge:R:1
C 2.0647 0.8288 0.4042 0.474 0.239 -0.918 -0.106
C 0.9399 0.3522 -0.4655 -1.139 0.556 0.335 -0.138
C 0.9123 0.2310 -1.7896 0.616 0.202 0.144 -0.372
C -0.3385 -0.0180 -2.5900 0.197 0.662 0.699 -0.068
C 2.1467 0.3914 -2.6311 0.301 -0.248 -0.467 -0.070
H 2.5999 -0.0034 0.8520 0.193 0.064 0.245 0.079
H 2.7495 1.4442 -0.1864 0.282 -0.424 -0.045 0.064
H 1.7519 1.5414 1.1544 -0.524 -0.208 0.499 0.056
H -0.0219 0.2511 0.0478 0.188 -0.149 -0.082 0.102
H -0.2665 -0.9906 -3.0616 -0.333 -0.092 -0.339 0.077
H -0.4067 0.7935 -3.3149 0.054 -0.269 -0.470 0.078
H -1.2431 0.1049 -1.9908 0.095 -0.480 0.122 0.075
H 3.0686 0.5935 -2.0910 -0.139 0.055 0.249 0.063
H 2.0238 1.1867 -3.3711 -0.084 0.012 0.003 0.081
H 2.3506 -0.5237 -3.2050 -0.185 0.091 0.036 0.085
O 4.1495 3.0136 2.7709 -0.449 -0.283 0.011 -0.067
H 3.4809 2.3555 3.0226 0.358 0.274 -0.071 0.032
H 3.7417 3.4846 2.0353 0.092 0.001 0.053 0.029
O -5.8045 -1.0411 3.5833 0.249 -0.230 -0.131 -0.069
H -5.2901 -1.6804 3.0641 -0.206 0.145 0.153 0.013
H -5.4495 -1.1044 4.4763 -0.022 -0.011 -0.097 0.030
O -4.3928 -3.5529 1.4538 -0.086 -0.311 -0.303 -0.056
H -4.7434 -4.4227 1.2098 0.028 0.260 0.269 0.044
H -4.0230 -3.2351 0.6224 0.040 0.147 0.108 0.038
```
Forces are in eV/Å.

Relative energy (zero: lowest compared OMol25 entry of this formula, charge and spin): 0.573 eV
DFT total energy: -11586.32720 eV
Total charge: 0
Strongest force on any atom: 0.0255 hartree/bohr
HOMO-LUMO gap: 9.6 eV

---

Record 2
A structure of composition C7H13O5Rb, computed with ωB97M-V/def2-TZVPD.

The geometry in XYZ format:
```
26
Properties=species:S:1:pos:R:3:forces:R:3:lowdin_charge:R:1
Rb 2.5858 12.5971 -9.8429 -0.301 0.089 0.100 0.989
O -4.9808 14.1620 -8.7652 -1.048 0.933 -2.446 0.086
C -4.0970 14.1079 -7.8022 7.607 1.467 -0.453 -1.007
O -2.9069 14.4547 -7.9210 0.887 1.113 -1.502 -0.092
O -4.4898 13.5694 -6.8030 -2.796 -2.275 4.666 -0.017
H -5.4292 13.7517 -8.0221 -4.363 -1.325 -0.342 0.041
C -13.2189 9.0957 -10.2576 -2.143 -1.573 -0.338 -0.048
C -11.9073 9.6240 -10.6892 1.333 1.467 0.618 -0.496
O -11.5418 9.6298 -11.8355 -0.202 -0.331 -0.326 0.074
C -11.0125 10.2596 -9.5885 -1.477 -1.164 0.059 -0.011
H -13.6632 8.4233 -10.9915 0.267 0.322 -0.757 0.079
H -13.9832 9.8611 -10.1232 0.304 0.454 0.074 0.092
H -13.3449 8.4296 -9.4040 0.986 0.477 0.674 0.081
H -10.8978 11.3428 -9.6285 0.275 -0.204 -0.530 0.084
H -10.0928 9.6750 -9.6099 0.224 0.501 0.136 0.084
H -11.5642 10.0488 -8.6724 0.440 0.053 0.386 0.061
C -6.3865 14.6842 0.4859 -0.801 0.071 0.536 -0.040
C -7.8051 15.3124 0.3692 0.321 1.203 1.684 -0.398
O -8.4490 15.5750 1.4124 1.341 -0.817 -3.566 0.016
C -8.1516 15.8304 -1.0857 0.218 -0.812 0.941 -0.024
H -6.2649 13.7603 -0.0797 -0.059 0.190 -0.325 0.077
H -6.1368 14.4590 1.5228 -0.346 0.009 0.069 0.070
H -5.6591 15.4309 0.1676 -0.051 -0.050 -0.378 0.078
H -8.7555 15.1059 -1.6320 -0.952 0.194 0.502 0.075
H -7.3255 15.8159 -1.7966 0.727 0.326 0.673 0.069
H -8.5510 16.8419 -1.0123 -0.389 -0.318 -0.154 0.077
```
Forces are in eV/Å.

Relative energy (zero: lowest compared OMol25 entry of this formula, charge and spin): 5.289 eV
DFT total energy: -18358.66294 eV
Total charge: 0
Strongest force on any atom: 0.1509 hartree/bohr
HOMO-LUMO gap: 3.2 eV

---

Record 3
A structure of composition C12H30N2NaO4, computed with ωB97M-V/def2-TZVPD.

The geometry in XYZ format:
```
49
Properties=species:S:1:pos:R:3:forces:R:3:lowdin_charge:R:1
Na 0.1981 -0.6095 1.5032 -0.358 -0.662 -0.200 0.753
C -0.9025 -0.5526 -2.6657 0.605 -0.821 0.375 -0.102
O -1.1770 0.3739 -1.6096 -0.548 0.249 -1.224 -0.195
C -1.4857 1.6905 -2.0935 1.167 1.012 -0.172 -0.198
C -0.1985 2.5366 -2.3838 -1.062 -1.415 1.120 -0.191
N 0.4901 2.7208 -1.1057 -0.447 -0.321 -0.216 -0.065
C 1.8253 3.1878 -1.2394 1.928 1.812 0.037 -0.231
C 1.9998 4.5605 -1.9609 -0.433 -1.625 0.911 -0.248
O 1.3361 5.5199 -1.2035 -0.347 1.696 0.004 -0.200
C 1.6812 6.8651 -1.6420 0.236 -0.895 0.634 -0.066
H -0.3970 -1.4103 -2.2220 0.181 0.077 0.318 0.077
H -0.2175 -0.2045 -3.4388 -0.036 0.533 0.065 0.085
H -1.7419 -1.0323 -3.1691 -0.665 0.677 0.127 0.089
H -2.0519 2.2438 -1.3443 0.040 -0.358 0.421 0.116
H -2.1041 1.7799 -2.9865 -0.147 -0.929 -0.222 0.120
H -0.5545 3.4667 -2.8269 0.273 0.126 -0.332 0.120
H 0.4592 1.9663 -3.0397 -0.020 0.256 -0.270 0.118
H -0.0263 3.4349 -0.6121 -0.031 0.121 0.334 0.109
H 2.5497 2.5142 -1.6974 -0.544 -0.571 -0.478 0.116
H 2.3014 3.3517 -0.2726 -0.406 -0.056 0.477 0.113
H 1.5150 4.4393 -2.9297 0.585 0.449 -0.572 0.114
H 3.0673 4.7788 -1.9342 0.170 0.009 -0.771 0.122
H 1.3133 7.0879 -2.6435 -0.227 -0.054 0.028 0.089
H 2.7682 6.9459 -1.6500 0.169 0.036 -0.121 0.080
H 1.3315 7.5834 -0.9004 -0.334 -0.214 -0.154 0.089
C -3.3981 -0.5027 2.8188 0.595 -0.670 -0.087 -0.071
O -2.5659 -1.4837 2.1822 -0.453 0.032 -0.723 -0.227
C -2.9450 -2.8025 2.5578 1.521 -1.107 -0.348 -0.209
C -2.0197 -3.8275 1.8360 -0.227 0.862 1.055 -0.178
N -0.6406 -3.7236 2.3706 -0.798 0.604 -1.783 -0.052
C 0.2580 -4.5688 1.5953 -0.124 -0.570 0.689 -0.218
C 1.6765 -4.1568 1.8154 0.509 -0.744 0.008 -0.225
O 1.8652 -2.9411 1.1120 0.371 0.449 0.688 -0.211
C 3.2009 -2.7357 0.7045 0.130 0.485 -1.735 -0.100
H -4.4459 -0.7397 2.6346 -0.068 0.112 0.224 0.095
H -3.1729 0.4822 2.4098 0.074 -0.126 -0.007 0.089
H -3.1210 -0.5620 3.8713 -0.550 0.409 0.284 0.092
H -3.9688 -3.1251 2.3680 -0.329 0.756 -0.291 0.127
H -2.7757 -2.8963 3.6305 -0.087 -0.135 0.309 0.120
H -2.0464 -3.6741 0.7571 0.367 0.531 -0.013 0.120
H -2.4397 -4.8304 1.9119 -0.117 -0.259 0.522 0.118
H -0.5948 -3.9978 3.3416 -0.195 -0.103 0.085 0.119
H 0.1026 -4.5674 0.5165 -0.396 0.731 -0.023 0.130
H 0.0534 -5.6142 1.8264 0.476 -0.375 0.327 0.127
H 2.3170 -4.9643 1.4607 0.260 0.106 -0.674 0.127
H 2.0115 -4.0708 2.8491 -0.474 0.333 0.379 0.131
H 3.4525 -3.4872 -0.0439 0.280 -0.357 0.201 0.096
H 4.0154 -2.6336 1.4216 -0.466 -0.327 0.673 0.099
H 3.2020 -1.8154 0.1205 -0.047 0.234 0.120 0.085
```
Forces are in eV/Å.

Relative energy (zero: lowest compared OMol25 entry of this formula, charge and spin): 2.715 eV
DFT total energy: -28509.32767 eV
Total charge: +1
Strongest force on any atom: 0.0514 hartree/bohr
HOMO-LUMO gap: 7.9 eV

---

Record 4
A cluster of 2 separate species, CHF3N2O3 in total, computed with ωB97M-V/def2-TZVPD.

The geometry in XYZ format:
```
10
Properties=species:S:1:pos:R:3:forces:R:3:lowdin_charge:R:1
C -2.0469 -1.2562 -1.4680 -2.379 -1.315 1.775 -0.711
N -0.8751 -0.6080 -1.4313 3.966 0.866 2.532 0.276
N -0.3266 0.3826 -2.1683 -2.543 -1.006 -0.596 -0.437
O -1.0226 0.4911 -3.1685 0.352 0.853 -0.976 0.140
O 0.6796 0.8980 -1.8638 0.985 0.684 0.390 0.172
O -0.5673 -0.3324 1.2823 -0.024 3.169 -0.931 0.162
F -2.3371 -1.9279 -2.5559 0.921 -0.893 -0.520 0.203
F -1.8714 -2.0941 -0.3517 -0.598 -0.458 -1.193 0.064
F -3.1660 -0.6173 -1.1990 -0.593 1.354 0.405 0.175
H -0.5858 -1.2106 1.0043 -0.088 -3.255 -0.884 -0.045
```
Forces are in eV/Å.

Relative energy (zero: lowest compared OMol25 entry of this formula, charge and spin): 5.430 eV
DFT total energy: -18317.67484 eV
Total charge: 0
Strongest force on any atom: 0.0930 hartree/bohr
HOMO-LUMO gap (spin up / spin down): 5.5 / 5.6 eV

---

Record 5
An isolated molecule of C3H8N2O, computed with ωB97M-V/def2-TZVPD.

The geometry in XYZ format:
```
14
Properties=species:S:1:pos:R:3:forces:R:3:lowdin_charge:R:1
N 0.1770 0.7593 -2.6189 -2.532 -2.268 -1.176 -0.118
C 0.1962 1.0059 -1.1764 1.010 1.661 1.300 -0.356
C -0.7896 0.0769 -0.2885 -0.692 0.747 0.771 -0.218
N -0.3602 0.3078 1.1049 1.939 2.421 2.821 -0.110
C 0.4539 -0.5485 1.8526 -1.564 -4.524 -1.908 -0.221
O 0.3989 -1.9167 1.5444 1.117 8.178 2.298 -0.173
H 0.5157 -0.2990 -2.9366 -1.418 3.524 1.474 0.138
H -0.9348 0.8654 -2.8685 3.689 -0.694 0.305 0.122
H -0.1067 2.2601 -1.0280 0.707 -3.746 -0.268 0.159
H 1.3462 0.9431 -0.7113 -3.102 -0.100 -1.307 0.146
H -1.9315 0.4493 -0.2790 2.535 -0.972 -0.685 0.143
H -0.7113 -1.0675 -0.4556 -0.062 2.097 0.009 0.130
H -0.2950 1.4032 1.4656 -0.231 -3.883 -1.581 0.195
H 1.0464 0.1031 2.7294 -1.395 -2.441 -2.053 0.164
```
Forces are in eV/Å.

Relative energy (zero: lowest compared OMol25 entry of this formula, charge and spin): 4.650 eV
DFT total energy: -8264.67609 eV
Total charge: 0
Strongest force on any atom: 0.1666 hartree/bohr
HOMO-LUMO gap: 9.9 eV

---

Record 6
A structure of composition C24H37N4O8S2Tl, computed with ωB97M-V/def2-TZVPD.

The geometry in XYZ format:
```
76
Properties=species:S:1:pos:R:3:forces:R:3:lowdin_charge:R:1
Tl 0.6762 -0.6116 0.6850 -0.142 0.098 -0.024 1.025
C 2.1274 1.5347 -2.0246 0.079 -0.052 0.014 -0.189
C 2.4682 2.2290 -0.7213 -0.120 -0.056 -0.015 -0.166
O 1.3852 2.3579 0.1889 -0.043 -0.056 -0.095 -0.201
C 0.4556 3.3918 -0.0529 0.052 -0.063 0.027 -0.175
C -0.7751 2.9717 -0.8424 0.045 -0.052 -0.090 -0.176
O -1.4534 1.8751 -0.2737 0.109 -0.070 0.201 -0.151
C -2.6900 2.1021 0.3562 -0.063 -0.031 -0.084 -0.186
C -2.6668 1.7536 1.8355 0.043 -0.030 0.048 -0.176
O -2.1664 0.4714 2.1460 0.081 -0.083 -0.138 -0.173
C -3.0653 -0.6189 2.1151 0.033 0.058 -0.026 -0.173
C -3.2835 -1.2573 0.7558 0.019 0.054 0.030 -0.191
O -2.0763 -1.8666 0.3651 0.082 -0.005 -0.019 -0.214
C -2.0830 -2.4842 -0.9088 0.036 0.103 -0.037 -0.172
C -2.0672 -1.4913 -2.0571 -0.158 0.157 0.003 -0.184
O -0.9291 -0.6667 -1.9767 0.260 -0.340 0.186 -0.183
C -0.1607 -0.4633 -3.1466 -0.101 0.265 -0.066 -0.170
C 1.3128 -0.5724 -2.8168 -0.005 -0.068 0.032 -0.185
O 1.6556 0.2457 -1.7185 -0.248 0.257 0.017 -0.287
H 3.0444 1.4579 -2.6213 0.025 0.017 -0.004 0.138
H 1.3913 2.1113 -2.5969 -0.045 -0.009 -0.066 0.118
H 2.8945 3.2144 -0.9411 0.062 0.008 0.018 0.130
H 3.2101 1.6176 -0.2061 0.038 0.059 0.035 0.130
H 0.9328 4.2214 -0.5918 0.013 0.049 0.041 0.131
H 0.1453 3.7542 0.9302 -0.006 0.024 0.017 0.130
H -0.4830 2.6776 -1.8522 -0.040 -0.005 -0.036 0.112
H -1.4369 3.8425 -0.9223 -0.003 0.021 -0.040 0.126
H -3.4430 1.4966 -0.1559 -0.040 0.043 -0.038 0.114
H -2.9995 3.1503 0.2647 -0.005 0.015 0.011 0.127
H -3.6876 1.8747 2.2247 0.008 0.021 0.064 0.128
H -2.0096 2.4519 2.3581 -0.017 0.008 0.001 0.130
H -4.0348 -0.3267 2.5374 -0.023 0.001 0.009 0.128
H -2.6100 -1.3765 2.7543 -0.087 -0.019 0.082 0.134
H -3.6206 -0.5162 0.0264 0.015 -0.018 -0.032 0.106
H -4.0764 -2.0128 0.8547 -0.008 -0.021 -0.004 0.135
H -2.9593 -3.1374 -1.0159 0.009 -0.034 0.023 0.132
H -1.1766 -3.0904 -0.9425 -0.014 -0.041 0.023 0.134
H -2.9636 -0.8609 -2.0136 -0.038 -0.001 -0.098 0.123
H -2.1001 -2.0432 -3.0023 0.032 -0.047 0.008 0.128
H -0.3825 0.5361 -3.5441 -0.057 -0.022 -0.039 0.126
H -0.4063 -1.1979 -3.9206 -0.013 -0.015 -0.006 0.128
H 1.8986 -0.3107 -3.7037 0.105 -0.044 0.037 0.139
H 1.5643 -1.5905 -2.5208 0.001 -0.023 -0.011 0.117
N 8.2494 -1.7318 3.2239 0.025 0.066 -0.076 0.089
C 7.2693 -1.8839 2.2470 -0.014 -0.047 -0.074 -0.325
C 6.1548 -1.0408 2.2229 0.002 0.018 0.030 -0.032
C 5.2041 -1.1664 1.2281 0.047 -0.005 -0.029 -0.068
C 5.3541 -2.1354 0.2458 -0.164 -0.038 -0.051 -0.306
C 6.4542 -2.9760 0.2562 -0.013 -0.058 -0.057 -0.067
C 7.4105 -2.8489 1.2476 0.035 0.044 0.111 -0.032
S 4.1075 -2.2847 -1.0110 -0.145 0.029 0.122 0.538
O 4.1459 -1.0700 -1.7882 -0.040 0.021 0.041 -0.305
O 4.3681 -3.5215 -1.7124 0.030 -0.101 0.099 -0.343
N 2.7055 -2.3100 -0.2279 0.047 -0.095 0.120 -0.205
C 2.3830 -3.3337 0.5975 0.251 -0.394 -0.090 -0.726
S 3.3140 -4.8285 0.8416 -0.095 0.273 -0.044 1.026
C 2.1507 -5.3523 2.0099 0.128 -0.022 -0.140 -0.436
C 1.1636 -4.4393 2.1065 -0.087 0.091 0.055 -0.289
N 1.2850 -3.3144 1.3298 0.080 0.142 -0.098 -0.060
H 7.9591 -1.2652 4.0656 -0.007 -0.020 0.047 0.082
H 8.8272 -2.5373 3.3925 -0.001 -0.025 0.036 0.084
H 6.0401 -0.2834 2.9912 -0.012 -0.003 -0.015 0.106
H 4.3331 -0.5236 1.2177 0.042 -0.009 0.034 0.077
H 6.5462 -3.7336 -0.5122 -0.011 0.019 0.034 0.114
H 8.2740 -3.5045 1.2616 -0.014 0.001 -0.023 0.109
H 2.2480 -6.2994 2.5154 -0.033 0.044 -0.003 0.051
H 0.2959 -4.5377 2.7459 0.013 0.012 -0.019 0.096
C 0.9828 -1.0923 5.6604 0.061 -0.019 -0.012 -0.087
C 2.4407 -1.0520 5.1857 -0.193 -0.095 -0.014 -0.212
C 2.5505 -0.3928 3.8862 0.128 0.068 -0.098 -0.206
N 2.6219 0.1356 2.8687 0.024 0.014 0.176 0.143
H 0.9270 -1.4963 6.6705 0.021 -0.019 -0.027 0.075
H 0.3896 -1.7236 4.9999 -0.014 0.029 0.002 0.076
H 0.5493 -0.0933 5.6628 -0.005 -0.003 0.009 0.080
H 2.8390 -2.0620 5.0803 0.033 0.001 0.004 0.120
H 3.0740 -0.5190 5.8948 0.010 0.031 -0.008 0.115
```
Forces are in eV/Å.

DFT total energy: -74190.30574 eV
Total charge: 0
Strongest force on any atom: 0.0092 hartree/bohr
HOMO-LUMO gap: 7.5 eV